96
Properties=species:S:1:pos:R:3 method="wB97M-V/def2-TZVPD" total_energy_ha=-1690.866048 multiplicity=1 total_charge=0 orbital_gap_ha=0.4193 smiles=CCCC#N.CCCC#N.CCCC#N.CCCC#N.CCCC#N.CCCC#N.CCCC#N.CCCC#N fmax_ev_per_a=1.77 homo_energy_ha=-0.4064 e_above_lowest_kj_mol=107.8 mol_weight_g_mol=552.86
C 7.745 -1.485 -5.967
C 6.547 -0.958 -5.192
C 6.370 -1.687 -3.837
C 5.390 -1.031 -2.991
N 4.600 -0.559 -2.309
H 7.502 -2.443 -6.434
H 8.639 -1.627 -5.357
H 8.050 -0.807 -6.765
H 5.645 -0.965 -5.799
H 6.755 0.087 -4.945
H 7.336 -1.837 -3.361
H 5.927 -2.670 -4.035
C 1.553 -0.515 -0.046
C 0.843 0.468 0.895
C -0.488 -0.018 1.454
C -1.515 0.989 1.673
N -2.309 1.794 1.863
H 0.867 -0.726 -0.872
H 1.658 -1.480 0.465
H 2.522 -0.185 -0.406
H 0.555 1.348 0.312
H 1.562 0.804 1.640
H -0.341 -0.616 2.358
H -0.886 -0.729 0.722
C 3.062 1.499 -6.291
C 1.843 1.285 -5.366
C 2.079 1.676 -3.906
C 0.823 1.588 -3.154
N -0.157 1.503 -2.568
H 2.682 1.689 -7.292
H 3.718 0.630 -6.265
H 3.643 2.379 -6.008
H 1.574 0.224 -5.403
H 0.994 1.735 -5.883
H 2.464 2.694 -3.837
H 2.815 0.996 -3.478
C -2.083 -3.212 3.002
C -1.915 -3.868 4.357
C -3.277 -4.046 5.055
C -3.778 -2.811 5.648
N -4.192 -1.855 6.131
H -2.929 -3.665 2.477
H -1.202 -3.431 2.389
H -2.257 -2.141 2.885
H -1.212 -3.383 5.041
H -1.394 -4.821 4.233
H -3.249 -4.811 5.838
H -3.947 -4.511 4.330
C 2.887 -4.838 0.157
C 3.039 -3.889 -1.031
C 1.793 -3.799 -1.897
C 2.122 -3.146 -3.185
N 2.454 -2.643 -4.162
H 3.647 -4.625 0.908
H 3.134 -5.856 -0.164
H 1.879 -4.861 0.563
H 3.914 -4.140 -1.633
H 3.298 -2.903 -0.636
H 0.972 -3.243 -1.443
H 1.374 -4.776 -2.150
C -5.720 1.578 2.875
C -7.160 1.899 2.560
C -7.431 3.292 1.973
C -7.157 4.375 2.937
N -6.989 5.248 3.664
H -5.515 0.542 3.137
H -5.316 2.187 3.691
H -5.056 1.844 2.045
H -7.781 1.815 3.456
H -7.521 1.159 1.842
H -8.464 3.443 1.662
H -6.799 3.420 1.093
C 2.625 6.312 4.718
C 1.093 6.158 4.776
C 0.637 4.731 5.094
C 0.919 3.835 3.963
N 1.083 3.081 3.117
H 2.984 5.571 4.005
H 3.085 6.252 5.702
H 2.859 7.304 4.332
H 0.724 6.425 3.784
H 0.636 6.866 5.467
H -0.405 4.639 5.390
H 1.240 4.283 5.893
C -2.616 -1.509 -1.129
C -3.249 -0.172 -1.543
C -4.725 -0.050 -1.254
C -5.616 -0.639 -2.277
N -6.335 -1.160 -3.003
H -2.884 -2.388 -1.725
H -2.866 -1.825 -0.114
H -1.539 -1.411 -1.287
H -3.030 -0.020 -2.598
H -2.742 0.606 -0.972
H -5.014 1.007 -1.278
H -5.102 -0.475 -0.322